Model A:
The following is a DFT calculation (ωB97M-V/def2-TZVPD) of a gas-phase ion, C10H24N3 (charge +1).

Properties
SMILES = CC(C)N(C)N(C=[N+](C)C)C(C)C
frontier orbital gap = 9.53 eV
2S+1 = 1
HOMO level = -12.03 eV
net charge = +1

CARTESIAN COORDINATES (ANGSTROEM)
C -1.008 0.798 -0.300
C -1.289 -2.075 -1.198
C -0.259 -2.315 1.036
C 2.745 2.201 0.208
C 2.758 -0.040 1.169
C -3.066 -0.151 0.858
C -3.035 2.135 0.018
C 1.893 -0.169 -1.832
C -0.093 -1.653 -0.314
C 1.889 1.006 0.471
N -0.122 -0.165 -0.404
N -2.253 0.838 0.139
N 1.131 0.382 -0.724
H -0.583 1.815 -0.568
H -1.295 -3.043 -1.582
H -2.354 -1.851 -0.881
H -1.267 -1.485 -2.102
H -1.153 -2.022 1.675
H 0.600 -2.011 1.721
H -0.152 -3.373 0.711
H 3.561 2.017 -0.530
H 2.159 3.110 0.017
H 3.213 2.330 1.189
H 3.025 0.236 2.180
H 3.788 0.002 0.681
H 2.325 -1.001 1.116
H -2.280 -0.895 1.138
H -3.573 0.406 1.671
H -3.776 -0.601 0.327
H -3.896 1.840 -0.484
H -3.254 2.557 1.098
H -2.472 2.905 -0.528
H 1.218 -0.811 -2.547
H 2.439 0.589 -2.403
H 2.638 -0.807 -1.337
H 0.782 -2.028 -0.753
H 1.013 1.331 1.064

Löwdin atomic charge list, values in e, 5 entries:
1 C -0.050
2 C -0.035
3 C -0.039
4 C -0.064
5 C -0.054

***

Model B:
The following is a DFT calculation (ωB97M-V/def2-TZVPD) of 2 unconnected molecules or ions with the total composition C10H24N3.

Properties
frontier orbital gap = 9.95 eV
2S+1 = 1
HOMO level = -12.39 eV
net charge = +1

CARTESIAN COORDINATES (ANGSTROEM)
C 0.421 0.944 -3.619
C 0.560 -0.151 -2.895
C 2.783 -1.033 -3.213
C -0.645 1.293 4.443
C -2.337 -0.783 -0.283
C 0.278 1.792 1.720
C 1.312 -1.405 -3.361
C -1.404 0.758 3.302
C -0.172 -0.142 -1.528
C -1.073 -1.222 -1.061
N 0.274 -1.137 -0.406
N 0.207 -0.504 2.104
N -0.614 0.728 2.082
H -0.162 1.770 -3.394
H 0.868 1.043 -4.653
H 3.388 -1.493 -2.339
H 3.262 -1.153 -4.225
H 2.624 0.059 -2.899
H 0.375 1.632 4.078
H -1.034 2.190 4.867
H -0.460 0.539 5.215
H -3.091 -0.553 -1.204
H -2.808 -1.672 0.337
H -2.209 0.057 0.400
H 0.735 1.650 0.703
H -0.144 2.872 1.572
H 0.966 1.970 2.484
H 0.855 -1.571 -4.323
H 0.955 -2.358 -2.826
H -2.078 1.569 3.146
H -1.855 -0.231 3.351
H -0.229 0.876 -1.121
H -1.299 -2.055 -1.778
H 0.195 -0.777 0.604
H 0.937 -1.898 -0.507
H 1.024 -0.389 2.726
H -0.407 -1.215 2.499

Löwdin atomic charge list, values in e, 5 entries:
1 C 0.068
2 C -0.294
3 C -0.093
4 C -0.084
5 C -0.048

***

Energy above the most stable structure, in kJ/mol: model A 0.0; model B 141.8

***

Model A:
The following is a DFT calculation (ωB97M-V/def2-TZVPD) of a molecular structure, BrH14O7.

Properties
frontier orbital gap = 8.41 eV
2S+1 = 1
HOMO level = -5.14 eV
net charge = -1

CARTESIAN COORDINATES (ANGSTROEM)
Br 13.942 -22.450 17.068
O 16.334 -21.932 16.415
H 16.526 -22.632 17.038
H 15.526 -21.535 16.740
O 14.173 -20.963 19.081
H 13.921 -21.463 18.305
H 14.444 -20.111 18.740
O 11.880 -22.908 15.676
H 10.974 -22.644 15.517
H 12.077 -22.576 16.552
O 12.933 -23.904 19.019
H 13.476 -23.691 18.260
H 12.756 -23.059 19.433
O 14.201 -20.666 15.308
H 13.385 -20.747 14.815
H 14.154 -21.359 15.967
O 14.442 -25.036 16.288
H 14.573 -24.158 16.648
H 13.713 -25.396 16.794
O 16.073 -23.380 17.834
H 16.169 -24.003 18.555
H 15.199 -23.009 17.953

Löwdin atomic charge list, values in e, 5 entries:
1 Br 1.119
2 O -0.154
3 H -0.174
4 H -0.107
5 O -0.154

***

Model B:
The following is a DFT calculation (ωB97M-V/def2-TZVPD) of 8 unconnected molecules or ions with the total composition BrH14O7.

Properties
frontier orbital gap = 9.24 eV
2S+1 = 1
HOMO level = -5.93 eV
net charge = -1

CARTESIAN COORDINATES (ANGSTROEM)
Br 0.434 -0.910 -0.316
O 3.347 1.255 -0.742
H 3.469 1.728 0.089
H 3.085 0.412 -0.465
O 0.690 2.260 0.344
H 0.152 2.003 1.086
H 0.972 1.414 0.005
O 2.126 0.532 2.396
H 1.776 -0.107 1.773
H 1.438 0.610 3.077
O -0.534 -1.295 2.749
H -0.284 -1.479 1.849
H -0.290 -2.113 3.139
O -0.552 -0.540 -3.529
H 0.047 -0.838 -2.856
H -1.013 -1.344 -3.710
O -2.285 0.823 -0.045
H -1.353 0.612 0.243
H -2.225 0.975 -0.974
O -3.025 -1.664 -1.500
H -3.768 -1.094 -1.351
H -2.208 -1.243 -1.263

Löwdin atomic charge list, values in e, 5 entries:
1 Br 0.153
2 O -0.058
3 H 0.035
4 H -0.055
5 O -0.108

***

Energy above the most stable structure, in kJ/mol: model A 911.6; model B 0.0

***

Model A:
The following is a DFT calculation (ωB97M-V/def2-TZVPD) of C3H8OSi in the gas phase.

Properties
SMILES = C=C[Si@@H](C)O
frontier orbital gap = 10.71 eV
2S+1 = 1
HOMO level = -9.91 eV

CARTESIAN COORDINATES (ANGSTROEM)
C -1.642 -1.693 0.573
C -1.264 -0.394 0.390
C 1.031 0.857 -1.357
O 0.668 1.331 1.491
Si 0.673 0.068 0.409
H -2.741 -1.754 0.499
H -1.138 -2.588 0.705
H 1.558 -1.074 0.793
H 0.802 0.091 -2.130
H 0.527 1.807 -1.449
H 2.046 1.044 -1.619
H 1.464 1.883 1.321
H -1.984 0.423 0.373

Löwdin atomic charge list, values in e, 5 entries:
1 C -0.080
2 C -0.215
3 C -0.203
4 O -0.234
5 Si 0.542

***

Model B:
The following is a DFT calculation (ωB97M-V/def2-TZVPD) of C3H8OSi in the gas phase.

Properties
SMILES = C[Si]1(C)CO1
frontier orbital gap = 9.93 eV
2S+1 = 1
HOMO level = -9.18 eV

CARTESIAN COORDINATES (ANGSTROEM)
C 2.096 0.086 -0.450
C -0.460 -1.681 0.228
C -0.940 1.576 -0.052
O 1.783 0.276 0.969
Si 0.350 0.048 0.205
H 2.489 0.897 -1.013
H 2.839 -0.653 -0.617
H -0.853 -2.149 -0.604
H 0.497 -2.323 0.405
H -1.155 -1.960 0.996
H -1.493 1.642 0.915
H -0.427 2.540 0.125
H -1.696 1.602 -0.926

Löwdin atomic charge list, values in e, 5 entries:
1 C -0.224
2 C -0.170
3 C -0.180
4 O -0.250
5 Si 0.608

***

Model C:
The following is a DFT calculation (ωB97M-V/def2-TZVPD) of C3H8OSi in the gas phase.

Properties
SMILES = CC(=O)C[SiH3]
frontier orbital gap = 10.03 eV
2S+1 = 1
HOMO level = -9.19 eV

CARTESIAN COORDINATES (ANGSTROEM)
C -0.764 0.075 -0.614
C -0.329 1.581 -1.071
C -0.420 -0.015 0.750
O -1.259 -0.683 -1.395
Si 1.021 -1.442 0.812
H -0.983 2.150 -0.346
H 0.796 1.632 -0.859
H -0.496 1.740 -2.109
H -0.145 0.865 1.333
H -1.148 -0.647 1.349
H 2.186 -0.754 0.166
H 0.665 -2.515 -0.169
H 0.875 -1.987 2.153

Löwdin atomic charge list, values in e, 5 entries:
1 C -0.622
2 C -0.021
3 C -0.305
4 O 0.054
5 Si 0.713

***

Energy above the most stable structure, in kJ/mol: model A 0.0; model B 109.2; model C 154.4

***

Model A:
The following is a DFT calculation (ωB97M-V/def2-TZVPD) of 2 unconnected molecules or ions with the total composition C3H8O3S.

Properties
SMILES = O=C(O)CCS.O
frontier orbital gap = 9.90 eV
2S+1 = 1
HOMO level = -9.35 eV

CARTESIAN COORDINATES (ANGSTROEM)
O 2.585 0.914 -2.089
C 1.743 0.779 -1.268
O 1.361 -0.623 -1.021
C 0.888 1.684 -0.568
C -0.556 1.624 -1.079
S -1.643 2.701 -0.257
H 1.166 -0.871 -1.941
H 1.113 1.437 0.488
H 1.397 2.652 -0.839
H -0.833 0.650 -1.470
H -0.557 2.254 -1.926
H -2.517 3.039 -1.276
H -1.386 -5.890 3.820
H -0.967 -5.001 4.920
O -1.795 -5.348 4.506

Löwdin atomic charge list, values in e, 5 entries:
1 O 0.152
2 C -0.504
3 O 0.002
4 C -0.187
5 C -0.613

***

Model B:
The following is a DFT calculation (ωB97M-V/def2-TZVPD) of 2 unconnected molecules or ions with the total composition C3H8O3S.

Properties
SMILES = O=C(O)CCS.O
frontier orbital gap = 9.72 eV
2S+1 = 1
HOMO level = -9.02 eV

CARTESIAN COORDINATES (ANGSTROEM)
O 0.342 -1.280 0.952
C -0.052 -1.814 -0.048
O 0.274 -3.077 -0.379
C -0.995 -1.232 -1.082
C -1.583 0.085 -0.587
S -0.598 1.540 -1.009
H 0.756 -3.522 0.334
H -0.465 -1.140 -2.025
H -1.773 -1.992 -1.185
H -1.874 0.042 0.464
H -2.495 0.302 -1.135
H 0.340 1.494 -0.050
H 3.082 2.933 2.298
H 2.286 4.214 1.894
O 2.755 3.449 1.559

Löwdin atomic charge list, values in e, 5 entries:
1 O 0.104
2 C -0.541
3 O 0.097
4 C -0.171
5 C -0.567

***

Energy above the most stable structure, in kJ/mol: model A 162.3; model B 0.0

***

Model A:
The following is a DFT calculation (ωB97M-V/def2-TZVPD) of 2 unconnected molecules or ions with the total composition C2Cl2F2O.

Properties
frontier orbital gap (spin up / spin down) = 9.81 / 7.18 eV
2S+1 = 1
HOMO level (spin up / spin down) = -9.71 / -8.76 eV

CARTESIAN COORDINATES (ANGSTROEM)
C -1.254 -0.418 -1.958
C 0.933 0.053 0.970
O -0.283 -0.653 -1.288
F 1.978 -0.447 0.479
F 0.527 -0.568 2.156
Cl -2.684 0.269 -1.377
Cl 0.783 1.763 1.018

Löwdin atomic charge list, values in e, 5 entries:
1 C -0.609
2 C -0.825
3 O -0.043
4 F 0.120
5 F -0.015

***

Model B:
The following is a DFT calculation (ωB97M-V/def2-TZVPD) of 2 unconnected molecules or ions with the total composition C2Cl2F2O.

Properties
frontier orbital gap (spin up / spin down) = 9.91 / 6.88 eV
2S+1 = 1
HOMO level (spin up / spin down) = -10.56 / -8.65 eV

CARTESIAN COORDINATES (ANGSTROEM)
C 2.077 0.415 -0.441
C -1.431 -0.029 0.623
O 3.185 0.709 -0.691
F -0.743 0.865 -0.096
F -2.665 0.495 0.870
Cl 1.259 -0.925 0.020
Cl -1.682 -1.530 -0.285

Löwdin atomic charge list, values in e, 5 entries:
1 C -0.689
2 C -0.689
3 O 0.042
4 F -0.039
5 F -0.005

***

Energy above the most stable structure, in kJ/mol: model A 0.0; model B 32.7

***

Model A:
The following is a DFT calculation (ωB97M-V/def2-TZVPD) of 2 unconnected molecules or ions with the total composition C2H10N2S.

Properties
SMILES = NCN.CS
frontier orbital gap = 9.98 eV
2S+1 = 1
HOMO level = -9.22 eV

CARTESIAN COORDINATES (ANGSTROEM)
C -1.816 -1.241 -0.160
S -0.519 -2.120 -1.083
H -2.595 -1.979 0.014
H -2.149 -0.318 -0.615
H -1.425 -1.008 0.830
H -0.248 -2.980 -0.115
N 1.586 2.879 0.213
C 1.328 1.506 0.531
N 0.121 1.227 1.360
H 1.723 3.448 1.041
H 0.732 3.323 -0.099
H 2.170 0.945 0.921
H 1.128 1.000 -0.425
H 0.188 0.257 1.650
H -0.702 1.317 0.793

Löwdin atomic charge list, values in e, 5 entries:
1 C -0.495
2 S 0.618
3 H 0.019
4 H 0.029
5 H -0.002

***

Model B:
The following is a DFT calculation (ωB97M-V/def2-TZVPD) of 3 unconnected molecules or ions with the total composition C2H10N2S.

Properties
frontier orbital gap = 9.02 eV
2S+1 = 1
HOMO level = -9.19 eV

CARTESIAN COORDINATES (ANGSTROEM)
N 0.137 1.649 0.576
C -1.070 1.046 -0.038
C -0.917 -0.442 -0.358
N 0.036 -0.661 -1.452
H 0.340 1.111 1.425
H 1.675 -0.051 0.506
H -0.117 2.583 0.878
H -1.904 1.157 0.676
H -1.328 1.568 -0.964
H -0.683 -0.991 0.569
H -1.899 -0.801 -0.713
H 0.967 -0.816 -1.014
H -0.164 -1.556 -1.890
S 1.811 -1.831 1.042
H 3.117 -1.966 0.755

Löwdin atomic charge list, values in e, 5 entries:
1 N -0.025
2 C -0.291
3 C -0.346
4 N -0.040
5 H 0.040

***

Energy above the most stable structure, in kJ/mol: model A 0.0; model B 140.8

***

Model A:
The following is a DFT calculation (ωB97M-V/def2-TZVPD) of 2 unconnected molecules or ions with the total composition C3H9NO3P.

Properties
frontier orbital gap = 8.22 eV
2S+1 = 1
HOMO level = -4.35 eV
net charge = -1

CARTESIAN COORDINATES (ANGSTROEM)
C 0.879 -0.038 -1.146
C 0.567 0.240 1.381
C 0.200 -0.495 0.095
N -1.957 -0.816 -1.574
O -2.236 -0.820 1.222
O 0.470 -1.888 0.377
O -1.205 2.074 0.108
P -1.612 -0.464 -0.080
H 0.756 1.062 -1.101
H 0.426 -0.437 -2.039
H 1.932 -0.275 -1.240
H 1.363 -0.280 1.932
H -0.473 0.178 1.908
H 0.800 1.241 1.381
H -2.903 -1.066 -1.669
H -0.081 -2.136 1.148
H -1.199 2.270 1.043

Löwdin atomic charge list, values in e, 5 entries:
1 C -0.088
2 C -0.097
3 C -0.694
4 N -0.168
5 O -0.383

***

Model B:
The following is a DFT calculation (ωB97M-V/def2-TZVPD) of a molecular structure, C3H9NO3P.

Properties
frontier orbital gap = 8.30 eV
2S+1 = 1
HOMO level = -4.59 eV
net charge = -1

CARTESIAN COORDINATES (ANGSTROEM)
C 1.286 -0.945 1.570
C 1.269 -0.980 -0.823
C 0.500 -0.982 0.281
N 0.783 -1.068 -2.160
O -2.555 1.090 1.158
O -2.908 2.707 -0.790
O -1.175 1.000 -1.036
P -1.939 1.911 -0.130
H 1.846 0.015 1.551
H 1.923 -1.816 1.781
H 0.816 -0.880 2.602
H 2.402 -1.031 -0.673
H -1.140 3.105 0.627
H -0.484 -1.135 0.307
H -0.058 -0.585 -2.312
H -2.150 0.330 0.748
H 1.582 -0.736 -2.702

Löwdin atomic charge list, values in e, 5 entries:
1 C -0.153
2 C -0.231
3 C -0.191
4 N 0.030
5 O -0.223

***

Energy above the most stable structure, in kJ/mol: model A 124.2; model B 0.0